(1)
Entry from the Open Molecules 2025 dataset: a cluster of 13 separate species, C27H80N4O13 in total (ωB97M-V/def2-TZVPD).

Geometry as XYZ:
```
124
Properties=species:S:1:pos:R:3:lowdin_charge:R:1
O 8.275 -15.736 -4.721 0.0259
O 11.707 -20.358 -7.432 0.0458
O 8.900 -18.855 1.956 -0.1279
O 9.194 -23.838 4.032 0.0466
O 12.782 -23.823 -0.902 -0.1330
O 16.137 -20.082 0.645 0.0069
O 8.625 -22.181 -1.125 -0.0475
O 13.946 -17.670 -2.378 -0.1314
O 11.819 -19.554 -2.019 -0.1134
O 7.414 -15.826 -2.170 -0.0378
O 11.131 -22.323 2.257 -0.1123
O 5.640 -17.994 -0.122 -0.1027
O 12.417 -15.394 -1.486 -0.0157
N 7.795 -18.327 -0.878 0.1779
N 9.969 -19.859 -0.489 0.1392
N 10.919 -17.911 -0.559 0.2207
N 6.840 -20.001 0.045 0.1640
C 8.377 -15.276 -0.216 -0.0531
C 8.166 -17.878 -5.056 0.0026
C 12.355 -15.370 0.735 -0.0161
C 7.867 -22.470 2.608 -0.0353
C 8.919 -22.267 -2.339 -0.6115
C 10.922 -19.107 -1.031 -0.5445
C 6.691 -18.806 -0.376 -0.6777
C 9.080 -16.655 -4.725 -0.6225
C 12.693 -14.640 -0.541 -0.6385
C 15.407 -19.119 0.264 -0.6518
C 6.435 -13.935 -1.159 -0.0368
C 11.548 -21.012 2.437 -0.1769
C 13.093 -22.570 -0.310 -0.1687
C 9.593 -20.509 -6.777 -0.0357
C 8.046 -23.384 3.797 -0.6235
C 7.037 -24.559 3.786 -0.0261
C 9.978 -16.895 -3.518 -0.0208
C 8.422 -21.078 -3.073 -0.0390
C 7.665 -14.777 -1.456 -0.5869
C 14.319 -18.209 -3.607 -0.1673
C 13.965 -19.381 0.386 -0.0506
C 10.337 -22.830 -2.721 0.0063
C 12.136 -13.167 -0.623 -0.0048
C 11.400 -19.999 -5.111 -0.0292
C 15.781 -17.952 1.105 -0.0357
C 9.370 -17.679 2.480 -0.1504
C 11.074 -20.697 -6.416 -0.6470
H 5.646 -14.485 -0.686 0.0724
H 13.856 -21.984 -0.838 0.0772
H 13.418 -18.156 -4.256 0.0667
H 12.803 -16.313 0.625 0.0479
H 9.496 -21.302 -7.546 0.0924
H 8.954 -16.804 1.977 0.0617
H 13.179 -18.175 -2.105 0.0088
H 7.599 -17.721 -5.979 0.0967
H 11.098 -13.191 -0.860 0.0561
H 9.044 -20.133 -3.164 0.0710
H 15.076 -17.694 -4.100 0.0553
H 13.776 -19.987 1.274 0.0888
H 10.840 -20.419 3.066 0.0841
H 7.519 -20.687 -2.617 0.0788
H 9.246 -15.974 -0.434 0.0606
H 10.482 -22.291 1.565 0.0462
H 13.425 -22.795 0.740 0.1035
H 7.650 -22.859 4.662 0.1326
H 10.430 -17.643 2.169 0.0821
H 7.099 -25.093 4.668 0.0508
H 7.819 -22.899 1.606 0.0780
H 6.037 -24.274 3.799 0.0560
H 10.337 -17.552 0.130 0.0405
H 12.032 -21.099 -7.926 0.1202
H 7.759 -15.896 0.459 0.0826
H 8.915 -20.758 -6.048 0.0134
H 9.364 -19.525 -7.212 0.0932
H 13.604 -24.369 -0.754 0.1091
H 14.535 -19.293 -3.600 0.0862
H 7.791 -17.409 -1.249 0.0446
H 5.946 -20.361 0.437 0.1477
H 11.266 -15.344 0.909 0.0797
H 8.264 -14.077 -2.019 0.1309
H 10.481 -22.997 -3.755 0.0650
H 9.781 -23.074 3.934 0.1038
H 8.874 -14.497 0.358 0.0746
H 11.116 -18.930 -5.247 0.0842
H 11.629 -20.503 1.446 0.0599
H 9.713 -17.897 -3.067 0.0816
H 9.852 -16.366 -5.497 0.1540
H 11.582 -17.146 -0.960 0.1333
H 9.391 -19.750 0.397 0.1120
H 16.298 -20.627 -0.150 0.1318
H 16.839 -17.883 1.198 0.0654
H 5.972 -13.461 -2.046 0.0863
H 11.113 -22.201 -2.442 0.0310
H 8.207 -23.063 -2.598 0.1425
H 13.546 -18.477 0.521 0.0271
H 12.537 -20.988 2.921 0.0925
H 12.590 -12.768 -1.528 0.0717
H 10.984 -16.945 -3.878 0.0688
H 10.534 -23.847 -2.315 0.0934
H 12.867 -15.161 -2.342 0.1651
H 9.929 -16.246 -2.701 0.0423
H 12.714 -14.776 1.541 0.0804
H 9.110 -22.905 -0.673 0.1497
H 12.250 -21.932 -0.236 0.0312
H 9.246 -17.518 3.580 0.1095
H 6.683 -13.113 -0.444 0.0903
H 7.570 -20.691 -0.212 0.0886
H 13.712 -14.446 -0.596 0.1187
H 9.713 -20.743 -0.889 0.0591
H 8.700 -18.883 -0.890 0.0585
H 8.697 -21.770 2.457 0.0554
H 8.315 -21.410 -4.153 0.1031
H 12.477 -20.028 -4.940 0.0697
H 15.543 -18.081 2.198 0.1101
H 7.658 -18.236 -4.151 0.0893
H 8.792 -18.732 -5.283 0.0208
H 15.349 -17.015 0.688 0.0901
H 7.688 -15.709 -3.109 0.0786
H 7.232 -25.263 2.961 0.0948
H 8.015 -19.049 2.167 0.0697
H 13.629 -19.888 -0.448 0.0316
H 10.860 -20.495 -4.276 0.0597
H 15.694 -19.064 -0.833 0.1602
H 11.284 -21.719 -6.221 0.1277
H 12.537 -12.668 0.251 0.0813
H 8.883 -15.012 -4.566 0.1407
H 6.981 -21.924 2.739 0.0655
```

The calculation puts the gap between HOMO and LUMO at 9.10 eV. The total energy comes out at -61863.38365 eV. Its energy above the lowest of the compared OMol25 structures with the same formula, charge and spin is 228.6 kcal per mole. The calculation puts the HOMO energy at -8.82 eV.

(2)
Entry from the Open Molecules 2025 dataset: a cluster of 13 separate species, C27H80O13 in total (ωB97M-V/def2-TZVPD).

Geometry as XYZ:
```
120
Properties=species:S:1:pos:R:3:lowdin_charge:R:1
O 7.232 7.129 -2.403 0.0409
O 4.583 7.580 -0.036 0.0196
O 8.033 5.208 6.812 -0.1073
O 2.693 1.522 0.769 -0.0910
O 6.413 1.676 -1.384 -0.0780
O 10.292 6.164 2.001 0.0286
O 2.298 8.017 6.851 0.0258
O 5.501 0.732 5.544 0.0303
O 4.670 5.561 1.943 0.0015
O 5.381 3.802 -3.481 -0.1174
O 3.806 4.100 4.156 -0.0971
O 5.230 9.859 4.461 0.0203
O 9.293 3.064 2.277 -0.1172
C 5.622 1.457 4.536 -0.6383
C 9.640 3.524 3.541 -0.1801
C 11.488 6.563 3.846 -0.0443
C 6.442 4.280 1.206 -0.0150
C 7.847 6.310 5.932 -0.1797
C 3.626 7.507 -0.818 -0.6044
C 5.926 9.028 2.419 -0.0180
C 3.789 7.138 5.381 -0.0361
C 2.889 6.273 -0.365 -0.0243
C 10.754 7.090 2.686 -0.6644
C 3.909 7.417 -2.299 -0.0174
C 8.193 6.914 -0.326 -0.0236
C 9.758 8.185 3.051 -0.0161
C 6.262 9.571 3.818 -0.6575
C 2.543 7.938 5.624 -0.6626
C 5.707 0.569 3.285 -0.0204
C 6.859 1.144 -0.221 -0.1814
C 7.374 6.286 -1.476 -0.5801
C 4.382 3.752 -2.528 -0.1979
C 8.077 4.972 -1.890 -0.0141
C 6.555 5.804 3.160 -0.0327
C 5.926 5.559 1.843 -0.6050
C 1.373 7.418 4.844 -0.0392
C 3.596 2.613 0.927 -0.1451
C 2.552 4.536 3.718 -0.1578
C 6.765 2.460 4.641 -0.0250
C 7.337 10.595 3.926 -0.0259
H 4.646 6.654 -2.576 0.0661
H 6.325 0.189 5.630 0.1401
H 2.452 6.386 0.618 0.0851
H 7.519 4.527 1.126 0.0754
H 7.356 1.863 0.365 0.0525
H 4.429 4.445 3.551 0.0141
H 1.924 4.761 4.544 0.0496
H 7.961 4.250 -1.076 0.0593
H 7.078 11.472 3.365 0.0810
H 4.318 8.318 -2.732 0.0857
H 8.977 4.928 6.690 0.0970
H 6.022 1.036 2.340 0.0463
H 2.751 8.975 5.337 0.1356
H 7.698 1.827 4.719 0.0877
H 3.019 7.234 -2.835 0.0752
H 6.043 0.648 0.307 0.0883
H 3.492 4.430 -2.655 0.0949
H 9.361 2.681 4.233 0.0835
H 5.802 6.423 3.753 0.0913
H 4.170 2.662 0.000 0.0581
H 8.355 6.148 0.427 0.0502
H 10.876 6.034 4.596 0.0797
H 2.581 5.498 3.175 0.0657
H 8.320 6.194 4.983 0.0164
H 3.807 6.111 5.736 0.0949
H 7.705 4.553 -2.775 0.0445
H 9.313 8.487 2.121 0.0725
H 7.143 2.087 -1.796 0.0527
H 6.414 -0.231 3.380 0.0758
H 3.047 3.524 0.949 0.0548
H 9.150 5.074 -2.026 0.0827
H 7.483 6.425 3.109 0.0819
H 10.241 9.053 3.454 0.0817
H 6.409 6.014 -1.106 0.1062
H 1.589 7.377 3.816 0.0542
H 4.803 4.018 -1.549 0.0423
H 7.576 0.373 -0.341 0.0769
H 7.794 7.732 0.255 0.0558
H 11.862 7.417 4.382 0.0793
H 6.663 3.111 5.514 0.0938
H 0.542 8.090 5.024 0.0791
H 8.307 10.304 3.548 0.0541
H 4.392 6.272 1.411 0.0459
H 4.261 2.544 1.764 0.0562
H 3.405 5.291 -0.410 0.0791
H 6.084 3.975 0.288 0.0318
H 1.933 8.902 7.101 0.1493
H 10.984 5.885 1.406 0.1345
H 6.771 6.496 5.872 0.0730
H 6.674 4.873 3.663 0.0515
H 4.595 7.736 5.859 0.0951
H 2.096 1.471 1.501 0.0581
H 11.501 7.583 2.131 0.1313
H 3.039 8.427 -0.696 0.1544
H 4.776 0.136 3.074 0.0641
H 1.057 6.437 5.257 0.0916
H 4.701 1.979 4.459 0.1128
H 5.912 2.979 -3.471 0.0866
H 9.152 4.478 3.746 0.0611
H 4.050 2.722 -2.452 0.0848
H 2.071 3.733 3.092 0.0917
H 6.710 8.649 4.294 0.1345
H 7.031 2.988 3.745 0.0260
H 3.922 7.106 4.350 0.0321
H 7.455 10.778 4.965 0.0801
H 6.810 8.631 1.964 0.0524
H 2.047 6.242 -1.011 0.0773
H 5.142 8.257 -0.324 0.1040
H 5.134 8.300 2.641 0.0806
H 6.542 6.926 -3.009 0.0864
H 8.973 7.940 3.734 0.0480
H 4.562 10.302 3.880 0.1497
H 8.273 7.275 6.237 0.0822
H 12.330 5.932 3.496 0.1008
H 6.293 3.413 1.853 0.0693
H 9.728 3.608 1.620 0.0634
H 10.726 3.549 3.587 0.0793
H 9.102 7.286 -0.705 0.0742
H 5.533 9.792 1.768 0.0835
H 6.248 6.416 1.222 0.1080
```

The calculation puts the gap between HOMO and LUMO at 9.52 eV. The total energy comes out at -55903.00759 eV. Its energy above the lowest of the compared OMol25 structures with the same formula, charge and spin is 284.4 kcal per mole. The calculation puts the HOMO energy at -9.38 eV.

(3)
Entry from the Open Molecules 2025 dataset: a cluster of 7 separate species, C27H81N15O10P4 in total (ωB97M-V/def2-TZVPD).

Geometry as XYZ:
```
137
Properties=species:S:1:pos:R:3:lowdin_charge:R:1
P -4.074 -8.940 -2.316 0.6762
P -9.018 -0.588 -1.726 0.6243
P 6.251 8.221 2.742 0.6034
P 9.890 0.553 0.347 0.5453
O 10.664 1.763 0.142 -0.2570
O -1.614 -0.240 6.671 0.0729
O -8.513 -1.973 -1.838 -0.2985
O 7.450 7.659 2.093 -0.3024
O 0.615 -0.629 0.192 0.0583
O 0.234 2.257 -5.860 0.0411
O -1.844 1.917 -6.609 0.0688
O -2.677 -9.010 -1.723 -0.3248
O 1.066 -0.056 2.139 0.0598
O -1.854 -2.368 6.180 0.0427
N 10.318 -0.747 -0.671 -0.2923
N -4.078 -8.111 -3.791 -0.3055
N 6.571 9.561 3.845 -0.3011
N -9.437 0.101 -3.260 -0.3043
N 5.556 7.065 3.746 -0.3128
N -8.004 0.564 -0.911 -0.3218
N -4.965 -10.357 -2.792 -0.3206
N 0.673 -0.909 1.366 -0.4566
N -1.011 2.361 -5.842 -0.4360
N -10.418 -0.427 -0.668 -0.2862
N -2.273 -1.253 6.473 -0.4540
N 9.833 0.022 1.952 -0.3140
N 5.025 8.670 1.560 -0.2846
N 8.219 0.659 -0.072 -0.3033
N -5.192 -7.883 -1.411 -0.3079
C 9.195 0.990 2.874 -0.1090
C -5.447 -11.171 -1.754 -0.1877
C -1.519 3.060 -4.630 0.0326
C -3.743 -1.265 6.486 0.0306
C -4.696 -6.743 -0.643 -0.1065
C 10.192 -2.150 -0.384 -0.1355
C 11.040 -0.414 2.540 -0.1530
C -6.898 0.149 -0.054 -0.1196
C 6.348 6.439 4.834 -0.0912
C 0.153 -2.201 1.814 0.0329
C -8.390 0.677 -4.177 -0.1031
C 7.788 1.484 -1.165 -0.1334
C 7.860 10.153 3.994 -0.1540
C -10.519 -0.580 -4.046 -0.1091
C 4.575 9.993 1.305 -0.1681
C 4.048 6.913 3.814 -0.1057
C -4.396 -11.223 -3.832 -0.1045
C 5.461 10.124 4.633 -0.0975
C -10.220 -0.924 0.704 -0.1410
C 7.135 -0.075 0.645 -0.0981
C -8.216 1.995 -1.142 -0.1197
C 4.335 7.635 0.714 -0.0999
C -6.597 -8.116 -1.516 -0.1423
C 11.060 -0.336 -1.923 -0.0912
C -2.843 -7.437 -4.250 -0.1168
C -5.325 -7.679 -4.449 -0.1171
C -11.453 0.614 -0.753 -0.1277
H -0.881 -2.079 2.137 0.1061
H -2.585 -7.660 -5.285 0.0701
H 12.107 -0.084 -1.749 0.0739
H -8.404 1.766 -4.155 0.0624
H 6.888 0.492 1.543 0.0649
H 6.699 1.440 -1.156 0.0771
H 3.710 6.054 3.235 0.0709
H -3.982 -0.536 7.260 0.1016
H 9.707 -2.235 0.588 0.0659
H -9.872 -1.929 0.942 0.0752
H 4.543 10.163 0.229 0.0840
H -11.075 -0.979 1.377 0.0776
H 3.420 7.266 1.179 0.0536
H -7.271 2.458 -1.426 0.0826
H -5.554 -10.516 -0.889 0.0627
H 3.642 10.290 1.783 0.0731
H 5.987 5.427 5.018 0.0803
H -6.897 -9.164 -1.508 0.0604
H -2.991 -6.358 -4.296 0.0716
H 11.868 0.080 2.031 0.0835
H -7.065 -7.526 -0.727 0.0819
H 8.558 9.775 3.247 0.0721
H -12.386 0.425 -0.222 0.0806
H -6.945 -7.589 -2.404 0.0600
H -3.359 -11.358 -3.525 0.0788
H 0.856 -2.710 2.474 0.1044
H -6.057 -0.157 -0.676 0.0734
H -1.676 4.107 -4.889 0.1034
H 0.072 -2.925 1.003 0.0953
H 8.041 2.541 -1.083 0.0743
H 10.576 0.532 -2.371 0.0600
H -4.803 -12.227 -3.951 0.0892
H -7.398 0.442 -3.791 0.0740
H 9.915 1.664 3.339 0.0879
H -1.897 -7.583 -3.729 0.0739
H -6.197 -8.333 -4.451 0.0799
H 4.814 9.301 4.937 0.0613
H 3.564 7.871 3.625 0.0680
H 8.318 9.890 4.947 0.0827
H -5.627 -6.708 -4.056 0.0703
H -9.021 2.163 -1.858 0.0632
H -5.329 -6.508 0.212 0.0755
H 11.092 -0.256 3.617 0.0884
H 4.840 10.789 4.034 0.0592
H 7.974 11.207 3.744 0.0780
H 11.045 -1.057 -2.740 0.0755
H 8.628 0.380 3.576 0.0893
H 7.497 -1.098 0.744 0.0665
H -6.450 1.016 0.431 0.0780
H -8.484 0.452 -5.239 0.0803
H -4.333 -10.658 -4.762 0.0728
H -3.743 -7.037 -0.204 0.0720
H -4.208 -2.249 6.550 0.1013
H -5.056 -7.316 -5.441 0.0754
H 5.857 10.730 5.448 0.0846
H 6.202 -0.257 0.110 0.0760
H 4.977 6.778 0.512 0.0843
H 5.253 10.738 1.723 0.0685
H 3.795 6.519 4.799 0.0699
H -11.350 -0.853 -3.395 0.0662
H 11.118 -2.712 -0.499 0.0787
H 3.839 7.942 -0.207 0.0752
H -10.932 0.152 -4.740 0.0803
H -0.760 2.928 -3.858 0.0943
H 9.529 -2.570 -1.140 0.0760
H -6.502 -11.435 -1.832 0.0902
H -3.916 -0.941 5.460 0.1047
H -4.603 -5.844 -1.252 0.0771
H -8.611 2.364 -0.196 0.0774
H 8.250 1.272 -2.129 0.0667
H -7.124 -0.639 0.664 0.0730
H -4.742 -11.946 -1.456 0.0958
H -11.118 1.593 -0.413 0.0625
H -10.107 -1.473 -4.518 0.0823
H -11.642 0.824 -1.806 0.0589
H -9.444 -0.335 1.193 0.0586
H 11.231 -1.469 2.341 0.0714
H 8.524 1.615 2.284 0.0656
H 7.425 6.570 4.725 0.0808
H 6.090 7.048 5.701 0.0675
H -2.374 2.453 -4.332 0.0958
```

The calculation puts the gap between HOMO and LUMO at 7.54 eV. Its SMILES is CN(C)P(=O)(N(C)C)N(C)C.CN(C)P(=O)(N(C)C)N(C)C.CN(C)P(=O)(N(C)C)N(C)C.CN(C)P(=O)(N(C)C)N(C)C.C[N+](=O)[O-].C[N+](=O)[O-].C[N+](=O)[O-]. The total energy comes out at -109285.07189 eV. The calculation puts the HOMO energy at -7.68 eV.

Question: The lowest HOMO energy belongs to which entry?
Answer: C27H80O13

Question: Which of these has the lowest HOMO energy?
Answer: C27H80O13

Question: Which value of gap between HOMO and LUMO does entry 1 give?
Answer: 9.10 eV

Question: Among the records above, which one has the highest HOMO energy?
Answer: C27H81N15O10P4